(1)
This record from OMol25 describes a 12-piece molecular cluster, C36H61F7O26 overall at a distorted geometry. The level of theory is ωB97M-V/def2-TZVPD.

Frontier orbital gap (eV): 10.087
DFT total energy (eV): -110578.729
HOMO (eV): -9.8
SMILES string: O=C1OC[C@@H](F)O1.O=C1OC[C@@H](F)O1.O=C1OC[C@@H](F)O1.O=C1OC[C@@H](F)O1.O=C1OC[C@@H](F)O1.O=C1OC[C@@H](F)O1.O=C1OC[C@@H](F)O1.CC(C)O.CC(C)O.CC(C)O.CC(C)O.CC(C)O

Structure (XYZ):
```
130
Properties=species:S:1:pos:R:3:forces:R:3:mulliken_charge:R:1
O -12.905512 -13.847965 -0.508457 0.3 -0.7 -0.1 -0.577
C -12.834105 -14.694789 -1.352721 -1.2 1.9 -0.3 0.621
O -13.557491 -14.587650 -2.514257 0.7 -2.5 -0.1 -0.268
C -13.454374 -15.943068 -3.152775 0.8 0.3 0.4 0.470
C -12.162220 -16.513485 -2.495161 -2.4 -0.7 0.2 0.677
F -11.111989 -16.260451 -3.240386 1.8 0.7 -1.2 -0.375
O -12.088992 -15.797060 -1.303342 0.4 0.0 0.8 -0.294
H -14.320652 -16.564918 -2.906989 0.2 0.4 -0.1 -0.572
H -13.283333 -15.867603 -4.230548 -0.3 0.3 0.3 0.427
H -12.150299 -17.585223 -2.271151 -0.4 0.3 0.0 -0.033
O -18.994728 -13.895671 -3.700561 1.7 0.3 0.1 -0.530
C -18.070095 -13.176104 -3.402505 -1.8 0.8 0.3 0.558
O -16.767955 -13.347949 -3.539075 1.0 -1.2 0.5 -0.277
C -16.035965 -12.353213 -2.747568 -1.3 1.3 -1.5 0.373
C -17.083175 -11.217552 -2.931697 -0.1 -0.3 2.1 0.177
F -17.009311 -10.613402 -4.130743 0.3 0.0 -0.8 -0.314
O -18.306369 -11.932284 -2.853871 0.6 0.0 -0.5 -0.261
H -15.887826 -12.657990 -1.705424 -0.1 0.0 -0.5 -0.475
H -15.122715 -12.075904 -3.275493 0.0 -0.5 0.2 0.390
H -17.080662 -10.419234 -2.184681 0.0 -0.4 0.1 0.326
O -17.474561 -13.145899 -0.009006 0.9 0.2 1.0 -0.422
C -16.569807 -13.073965 0.790450 -0.4 0.7 -0.7 -0.064
O -15.899828 -14.153453 1.233846 -0.2 1.3 -0.1 0.379
C -14.933934 -13.705250 2.168060 1.8 -0.7 1.4 -0.213
C -14.903498 -12.178582 2.074628 -1.3 0.4 -0.4 0.174
F -13.842568 -11.747085 1.366889 0.5 -0.1 -0.4 -0.241
O -16.085183 -11.864845 1.308787 -0.1 -2.4 -0.3 -0.372
H -15.115565 -14.208453 3.149290 -0.3 0.9 -0.6 0.332
H -13.906196 -14.014146 1.908835 -0.6 -0.2 -0.4 0.043
H -14.933928 -11.540654 2.942927 -0.1 -0.3 0.7 0.282
O -13.737758 -19.045678 -3.662798 0.9 -1.8 0.1 -0.414
C -13.387455 -20.202388 -3.603964 -0.6 -0.2 -0.6 0.312
O -12.725916 -20.916195 -4.558955 -0.7 1.6 -0.3 -0.404
C -12.665256 -22.313763 -4.267341 -0.7 0.3 1.3 -0.453
C -12.958200 -22.184709 -2.695766 2.2 0.4 -3.9 0.296
F -11.750152 -21.907409 -2.166434 1.2 -0.3 1.2 -0.336
O -13.692227 -21.054673 -2.557326 -1.0 1.4 -0.4 0.309
H -13.443294 -22.897964 -4.813223 0.6 0.7 0.4 0.226
H -11.644130 -22.646197 -4.518948 -0.5 0.0 0.4 0.346
H -13.375250 -23.044166 -2.341933 -1.3 -2.0 1.6 0.208
O -21.144212 -23.673130 -1.547945 0.0 1.8 0.5 -0.574
C -20.907743 -22.686329 -0.891407 0.7 -3.3 0.0 0.583
O -21.580849 -21.573580 -0.805805 -0.2 1.3 -0.2 -0.342
C -20.854687 -20.634962 0.016603 -0.1 0.1 0.2 -0.303
C -19.623843 -21.422019 0.481077 -0.4 0.8 0.2 1.528
F -19.539602 -21.365722 1.893829 0.0 -0.5 -1.8 -0.321
O -19.838278 -22.698661 -0.011942 -0.2 0.0 0.1 -0.358
H -20.640498 -19.700710 -0.551277 -0.2 -0.8 0.4 0.072
H -21.429123 -20.475381 0.920499 -0.4 0.5 -0.1 0.373
H -18.736420 -21.032611 0.024135 0.9 0.2 0.5 -0.630
O -15.428419 -23.839398 -4.055097 1.1 0.3 0.7 -0.517
C -16.426053 -23.205542 -4.004963 -0.3 -1.0 -1.3 0.471
O -17.574535 -23.717101 -4.443739 -0.5 0.1 0.1 -0.392
C -18.608404 -22.746795 -4.359086 0.4 1.2 -0.4 -0.094
C -17.896403 -21.588268 -3.649756 -1.5 1.3 1.7 0.742
F -18.351104 -21.601695 -2.264746 0.6 -0.1 -1.3 -0.176
O -16.559388 -21.899506 -3.672689 0.3 0.0 0.3 -0.066
H -18.939444 -22.403420 -5.349901 0.1 -0.4 0.2 0.252
H -19.408228 -23.153027 -3.767373 -0.5 0.1 0.2 0.240
H -18.063054 -20.514240 -3.930573 0.2 -1.4 -0.1 -0.504
O -20.221992 -19.975464 -4.997003 -0.4 1.0 0.0 -0.504
C -19.912213 -18.836821 -4.848165 2.5 0.7 0.2 0.480
O -19.727954 -18.201646 -3.639275 -0.8 0.4 -0.9 -0.222
C -19.369715 -16.816743 -3.883182 1.0 -0.3 -1.7 0.624
C -18.811541 -16.868927 -5.328200 -1.4 1.9 -0.7 0.333
F -17.475809 -16.973349 -5.418459 1.2 -0.2 0.6 -0.242
O -19.349018 -18.010979 -5.850380 -1.9 -2.3 0.2 -0.353
H -20.182395 -16.098812 -3.862149 -0.3 -0.3 0.4 0.312
H -18.541896 -16.512795 -3.273905 0.1 0.0 0.8 -0.667
H -19.079685 -16.008924 -6.017008 0.0 -0.8 1.1 0.171
C -21.347312 -15.807408 -0.783617 -0.6 0.3 1.1 -1.568
C -20.060170 -15.000937 -0.693890 -1.7 -0.6 -1.0 2.718
C -20.459484 -13.552334 -0.931813 -1.1 -0.7 0.9 -1.730
O -19.418004 -15.348728 0.514292 0.8 0.8 0.5 -0.766
H -21.964485 -15.503688 -1.631788 0.2 -0.2 0.0 0.391
H -21.956239 -15.662844 0.132237 0.3 0.2 -0.4 0.415
H -21.153541 -16.856357 -0.784414 0.2 -0.9 -0.4 0.163
H -19.435836 -15.357919 -1.505509 0.4 0.3 -0.4 -0.991
H -21.017065 -13.546400 -1.873462 -0.2 0.1 0.3 0.441
H -19.612449 -12.976112 -1.140901 1.1 1.3 0.3 0.446
H -21.099255 -13.174274 -0.075175 0.8 -0.3 -1.0 0.286
H -18.668063 -14.721888 0.579409 -0.3 -0.4 0.1 0.260
C -13.442942 -17.096419 1.837491 -1.0 1.5 -0.5 0.279
C -12.247061 -17.996125 1.960049 0.5 0.6 -0.6 0.056
C -12.279532 -19.040297 0.862995 0.2 -0.6 -0.5 -0.101
O -10.979620 -17.218394 1.891668 -1.0 -2.2 1.7 -0.640
H -13.191762 -16.189920 2.383889 -0.3 0.2 0.3 0.312
H -14.394853 -17.508118 2.186754 0.4 -0.3 0.4 -0.023
H -13.745001 -16.723173 0.819296 0.9 -0.6 0.4 -0.466
H -12.264708 -18.428146 2.965672 0.3 0.0 -0.2 0.352
H -13.273556 -19.567943 0.731085 1.2 0.3 0.7 -0.057
H -11.389954 -19.737443 0.964342 -1.3 0.7 -0.4 0.362
H -12.235441 -18.432093 -0.055803 0.5 -0.4 0.0 -0.399
H -10.986874 -16.576519 1.213231 -0.5 0.9 -1.4 0.351
C -16.205584 -24.420599 -0.622476 0.7 -0.9 -1.1 -0.736
C -15.057136 -24.004012 0.242203 -0.2 -0.7 0.6 0.367
C -15.421237 -22.766940 0.962722 0.0 1.1 2.4 -0.267
O -14.763351 -25.024738 1.246622 1.3 0.9 -1.6 -0.594
H -16.489258 -23.687560 -1.381722 -0.1 0.3 0.5 -0.255
H -17.002838 -24.605444 0.071615 -0.9 -0.3 -0.1 0.535
H -15.904889 -25.302459 -1.215169 -0.5 0.0 0.5 0.275
H -14.179911 -23.910962 -0.354177 1.0 0.1 -0.3 0.038
H -15.863006 -21.976784 0.350598 0.3 0.0 -0.1 -0.200
H -14.534577 -22.372394 1.551032 -1.1 -0.3 -0.6 0.151
H -16.222314 -23.066220 1.721675 0.9 0.6 -0.8 0.318
H -15.604901 -25.277350 1.568786 -1.3 -0.6 0.7 0.390
C -16.787542 -20.077157 4.275220 -1.9 -0.9 1.5 -1.484
C -16.951755 -18.731667 3.677702 1.1 1.0 0.1 1.004
C -16.394856 -17.657495 4.657327 -0.1 0.4 0.1 -1.491
O -16.225212 -18.753098 2.448507 0.5 0.2 0.2 0.092
H -17.234098 -20.072793 5.311731 -0.1 -0.2 -1.1 0.406
H -15.774290 -20.332233 4.502039 0.9 -0.1 -0.5 0.318
H -17.299187 -20.814777 3.624245 0.5 0.1 0.6 0.176
H -17.981184 -18.528220 3.409739 -0.5 0.1 0.4 0.267
H -15.333679 -17.785256 4.868793 0.2 -0.2 -0.4 0.302
H -16.825596 -17.595340 5.660212 -0.5 -0.7 -0.1 0.464
H -16.534836 -16.635517 4.324235 0.1 0.2 -0.7 0.190
H -16.745159 -18.346443 1.741024 -0.2 0.1 0.0 0.076
C -16.467632 -16.706185 -1.262200 0.4 -1.2 0.0 0.334
C -17.334098 -17.911429 -0.926713 0.9 -1.0 -0.6 1.850
C -16.460071 -19.130905 -1.139224 1.7 -1.4 -0.7 -1.024
O -17.823243 -17.845637 0.414781 -0.8 0.5 -0.8 -0.124
H -17.045652 -15.848217 -1.155744 -0.9 1.9 0.1 -0.481
H -16.097992 -16.770886 -2.281307 -0.2 0.0 -0.1 0.228
H -15.610009 -16.643118 -0.588124 -0.1 -0.1 0.1 -0.487
H -18.147077 -18.040443 -1.670308 0.0 0.4 0.6 -0.629
H -15.930079 -19.108636 -2.141316 -1.0 0.2 0.8 0.297
H -16.848931 -20.150684 -1.037158 -0.8 0.5 -0.2 -0.301
H -15.583111 -19.236521 -0.496694 0.0 0.8 0.6 -0.150
H -18.463801 -17.090641 0.435928 0.5 -0.4 0.3 0.108
```
Forces are in eV/Å.

---

(2)
This record from OMol25 describes C50H38N5O2PPt as an isolated structure at a distorted geometry. The level of theory is ωB97M-V/def2-TZVPD.

Frontier orbital gap (alpha / beta) (eV): 5.516 / 5.641
DFT total energy (eV): -76544.232
⟨S²⟩: 6.087
HOMO (alpha / beta) (eV): -5.2 / -7.4
2S+1: 5

Structure (XYZ):
```
97
Properties=species:S:1:pos:R:3:forces:R:3:mulliken_charge:R:1
Pt -1.151252 1.855290 -0.040719 -0.6 0.8 0.5 1.652
O -3.527252 4.076990 2.615781 0.3 -0.3 0.1 -0.666
C -2.692452 3.301490 2.166581 -0.3 0.5 0.0 0.237
N -2.044052 3.434390 0.983381 0.2 0.0 -0.8 0.188
C -2.084852 4.576690 0.244181 0.0 -0.1 0.0 0.532
C -2.211752 5.865390 0.785081 -0.1 0.5 0.0 -0.724
C -2.268852 6.959390 -0.044719 0.0 -0.3 0.5 -0.670
C -2.189252 6.799890 -1.431519 0.0 -0.3 -0.4 -0.709
C -2.077452 5.546890 -1.985319 0.0 0.5 -0.1 -0.369
C -2.027052 4.408790 -1.172019 -0.2 -0.3 0.1 0.193
N -1.996252 3.130690 -1.678419 0.7 0.0 0.7 -0.104
C -2.915452 2.857090 -2.637219 -0.5 0.5 0.0 0.032
O -3.912652 3.556190 -2.806119 0.1 -0.2 -0.2 -0.624
C -2.742552 1.688290 -3.561119 -0.3 -0.2 -0.7 0.421
C -3.453452 1.786190 -4.760619 -0.1 0.0 0.1 -0.920
C -3.388752 0.751790 -5.670919 0.1 -0.1 0.1 -0.386
C -2.609452 -0.355010 -5.363119 -0.1 0.1 0.0 -1.090
C -1.937952 -0.359410 -4.153119 0.0 -0.2 -0.2 -0.058
N -1.999152 0.629290 -3.275119 -0.2 0.5 0.1 0.224
C -2.290352 2.072790 2.905581 0.1 -0.6 0.4 0.267
C -2.612752 1.956390 4.254481 -0.1 0.1 -0.2 -0.671
C -2.205152 0.837290 4.955881 0.2 -0.2 -0.3 -0.634
C -1.468552 -0.127510 4.274881 -0.2 0.3 0.2 -0.813
C -1.205452 0.063190 2.929481 0.0 -0.3 0.0 -0.423
N -1.612552 1.123590 2.244781 0.0 0.4 0.3 -0.064
H -2.279552 5.985890 1.856181 0.0 0.0 0.0 0.465
H -2.381752 7.948490 0.375481 0.0 0.0 0.0 0.395
H -2.228852 7.670990 -2.068619 0.0 0.0 -0.1 0.397
H -2.030252 5.416490 -3.055719 0.0 0.0 -0.1 0.458
H -4.057952 2.664190 -4.926119 0.0 0.0 0.0 0.539
H -3.941752 0.800690 -6.597219 0.0 0.0 -0.1 0.422
H -2.534152 -1.196110 -6.035619 0.0 -0.1 0.0 0.440
H -1.325852 -1.205210 -3.864519 0.0 -0.1 0.0 0.482
H -3.190852 2.745990 4.711881 0.0 0.0 0.0 0.479
H -2.456652 0.720390 6.000081 0.0 0.0 0.1 0.445
H -1.106152 -1.019710 4.764181 0.0 -0.1 0.0 0.538
H -0.648452 -0.671410 2.368281 0.0 0.0 -0.1 0.648
C -1.955152 -4.671110 -1.946819 -0.1 0.0 0.0 -0.717
C -0.653052 -4.196410 -1.825219 0.0 -0.2 -0.1 -0.280
C -0.416552 -2.871510 -1.555719 -0.1 0.3 0.0 -0.034
C -1.487452 -1.957910 -1.361719 0.0 -0.5 -0.2 0.482
C -2.803752 -2.457810 -1.541819 0.2 0.2 0.1 -0.457
C -3.023552 -3.784110 -1.818519 -0.1 -0.2 -0.1 -0.738
C -1.272352 -0.626910 -1.004219 -0.7 -0.1 -0.2 -0.979
C -0.004152 -0.144110 -0.430719 0.5 0.4 -0.2 -0.796
C 0.748148 0.992790 -0.954719 0.2 -0.4 0.0 1.087
C 0.755748 1.309890 -2.345019 0.2 0.0 -0.2 0.060
C 1.616648 2.250390 -2.860119 -0.1 -0.1 0.0 -0.983
C 2.531548 2.905390 -2.040419 0.0 0.1 0.0 -0.918
C 2.568648 2.596490 -0.686319 0.1 0.0 0.1 -1.204
C 1.714648 1.664090 -0.140619 0.2 -0.3 0.0 -0.273
H -2.138752 -5.714110 -2.159119 0.0 -0.1 0.0 0.407
H 0.180748 -4.871510 -1.961619 0.1 0.0 0.0 0.462
H 0.593548 -2.501010 -1.507319 0.0 0.0 0.0 0.287
H -3.630652 -1.772710 -1.432619 -0.1 0.1 0.0 0.431
H -4.034052 -4.145710 -1.946119 -0.1 0.0 0.0 0.407
H -2.153052 0.027990 -0.974319 0.2 -0.4 0.0 0.128
H 0.095048 0.765190 -2.997219 0.0 0.1 0.1 0.387
H 1.595948 2.462490 -3.919919 0.0 0.0 -0.1 0.453
H 3.215648 3.629190 -2.455519 0.1 0.1 0.0 0.374
H 3.291048 3.085690 -0.050419 0.1 0.1 0.1 0.486
H 1.796848 1.420490 0.911081 -0.2 0.0 0.0 0.843
N 0.451748 -0.975110 0.540281 1.2 -0.4 0.8 0.971
P 1.733248 -1.706710 1.089481 -0.5 0.4 0.0 1.844
C 2.962448 -0.672910 1.965481 -0.3 -0.4 -0.2 0.192
C 2.587548 -0.078910 3.167581 0.0 0.0 -0.1 -0.222
C 3.438748 0.814590 3.789881 -0.1 0.0 0.1 -0.889
C 4.653648 1.135590 3.206481 0.0 0.0 0.0 -0.613
C 5.031048 0.537290 2.015781 0.1 0.2 0.1 -0.789
C 4.193448 -0.371010 1.397181 -0.1 -0.2 0.0 -0.332
C 1.046148 -2.861810 2.306581 0.3 0.1 -0.1 -0.203
C 1.762348 -3.259710 3.430681 0.0 0.1 -0.1 -0.482
C 1.183648 -4.119610 4.348381 0.0 -0.1 0.1 -0.781
C -0.103852 -4.590810 4.146481 0.0 0.0 -0.1 -0.636
C -0.808252 -4.213310 3.011981 0.0 -0.1 0.1 -0.757
C -0.239652 -3.351110 2.094081 0.0 0.1 -0.1 -0.243
C 2.760648 -2.681110 -0.068419 -0.4 0.2 0.0 0.123
C 3.146348 -3.989510 0.207481 -0.1 0.3 0.2 -0.786
C 3.897048 -4.690310 -0.716619 0.2 -0.1 -0.2 -0.685
C 4.258048 -4.098010 -1.917819 -0.1 0.0 0.1 -0.811
C 3.870048 -2.795310 -2.195919 0.1 0.0 -0.1 -0.805
C 3.110948 -2.090210 -1.283419 -0.1 0.1 0.3 0.071
H 1.624448 -0.310410 3.600781 -0.1 0.0 0.1 0.321
H 3.144648 1.267490 4.724281 0.0 0.1 0.1 0.438
H 5.301048 1.856990 3.679081 0.1 0.1 0.1 0.398
H 5.977648 0.787390 1.562981 0.1 0.0 0.0 0.455
H 4.494748 -0.842610 0.471981 0.0 0.0 0.0 0.352
H 2.762148 -2.877810 3.590681 0.1 0.0 0.1 0.495
H 1.739748 -4.422510 5.221981 0.1 0.0 0.1 0.450
H -0.564852 -5.250310 4.867181 0.0 -0.1 0.1 0.409
H -1.802452 -4.597810 2.843081 -0.1 0.0 0.0 0.469
H -0.781452 -3.038710 1.212481 -0.1 0.0 0.0 0.297
H 2.861248 -4.445510 1.146081 0.0 -0.1 0.0 0.389
H 4.212148 -5.700610 -0.500019 0.0 -0.1 0.0 0.429
H 4.827648 -4.653410 -2.645719 0.1 -0.1 -0.1 0.408
H 4.163648 -2.327310 -3.122219 0.0 0.0 -0.2 0.472
H 2.779448 -1.078710 -1.491519 0.0 0.1 -0.1 0.607
```
Forces are in eV/Å.